[1]
The following is a DFT calculation (ωB97M-V with the def2-TZVPD basis set) of C49H57CaIN8OP2 as an isolated structure at a distorted geometry.

The geometry in ORCA input format:
```
! RIJCOSX wB97M-V def2-TZVPD def2/J DEFGRID3
* xyz -1 2
C 2.69136 7.67695 -1.32271
O -4.82586 -9.91157 -2.23201
H 4.24002 -7.11224 2.48550
H 4.96972 4.05349 -0.54942
C -2.09485 1.96746 -7.39575
H 2.94107 8.68751 -1.68740
H -2.03964 4.31322 -7.32952
N 0.75142 -7.33128 0.68159
H -0.70142 7.81824 -5.67888
I -6.84609 3.74255 -10.81178
C -3.24308 6.79499 -8.37825
P -0.19362 4.97373 -2.45077
C -3.34121 6.14419 -7.11248
C -4.79847 -1.98520 4.60145
H 5.53743 -7.51720 4.95639
C 1.32009 -3.54985 2.51083
H -3.48228 6.10928 1.94845
C 1.42515 -7.06685 1.82490
H -1.74669 0.02761 -6.46827
H -2.44489 -1.78508 5.81795
C 2.62949 -3.25879 2.93566
H 6.12433 5.18072 -0.72353
C 0.81892 -1.31140 3.00153
C 1.89553 -7.19879 -0.39480
H 4.04734 -1.92677 3.22990
C 4.38361 -4.64170 3.88614
H 1.26636 4.36655 -0.36470
H 2.36638 -7.99855 -0.92975
H -5.57866 6.78741 -10.07359
C -2.24211 6.39646 -6.26086
C -1.59891 5.22759 -1.20617
H -1.37594 9.36593 -7.47732
C 0.77323 -4.83131 2.11528
H 3.23423 5.10048 0.77185
C 2.14434 -0.99818 3.27176
C -0.55911 -4.95535 1.79916
C 5.95996 -6.50779 4.50439
C 2.84260 5.81780 0.03003
C -1.80841 8.39000 -7.45281
H 4.48256 -2.29209 6.14984
C -1.76674 1.15842 -6.30557
N -0.61350 5.79534 -3.97321
H 2.44622 0.16242 3.58747
H -2.66882 -3.37520 7.48021
H -6.24348 -0.30203 4.62009
H 4.77189 -5.60896 1.78489
H -2.64254 6.94915 -2.02108
C -1.85058 2.83030 -4.53148
N -3.42178 -2.73850 4.40912
C 1.60998 7.15710 -1.94468
C -1.61947 4.31160 -0.15985
H 2.52844 -6.57701 0.10988
H -2.46725 -4.00489 2.01825
H -2.32782 8.25679 -9.62838
C -1.04486 -2.62522 2.37284
N 1.69303 -5.89432 2.29099
C -3.52645 -5.28934 6.64932
H 1.17821 7.74882 -2.80823
C 3.67472 -4.36695 6.19227
H -3.86254 -5.94728 5.83795
Ca -6.22506 -10.32975 -0.70469
H 0.24925 5.79879 -4.48316
C -1.94981 1.47521 -4.94564
C -2.40904 7.79045 -8.56564
H 3.95070 -4.79189 7.14295
H 5.92366 -6.97789 2.30484
C -3.39460 -3.80695 6.57787
H -0.76640 -8.44119 1.58475
C -3.13935 -2.71012 5.68681
H 6.56585 -6.10156 5.39450
H 5.42825 4.91047 -2.25506
H -2.31853 3.83476 1.80903
H -3.86014 7.51096 -0.11145
C -2.55001 6.26945 -1.21682
C -5.23476 -0.65467 4.72910
H -3.91955 6.47641 -9.22048
H -3.50350 3.37556 -7.17148
C 2.99784 -1.94544 3.23836
C 3.76161 -2.94101 5.79378
H -2.88825 -2.26635 3.93546
H -5.46486 -2.89276 4.77851
H -3.10407 -5.94434 7.55890
C -1.40058 7.53972 -6.42605
H -1.16505 -5.79639 1.56246
H -0.89010 -8.71161 -0.25518
H -2.18482 1.57913 -8.45307
H 0.11101 -0.45026 3.38605
C -2.17970 3.74972 -5.35422
C 5.29315 4.88927 -1.03144
P -2.14991 5.52092 -4.73731
C -3.30006 6.60516 -0.13907
N 3.66520 -4.38467 2.93376
C -0.16886 -8.48642 0.65602
C 0.39083 -2.55331 2.69514
C -1.51320 -3.84156 2.10419
H 6.78004 -6.91866 3.86841
H 0.31989 -9.40190 0.80763
H 4.84594 5.67367 -0.97894
C 5.06388 -6.40572 2.39752
C -2.37010 4.57335 0.96891
C 1.11681 5.94542 -1.65298
C 3.34478 7.11089 -0.22644
H 2.78661 -4.61726 5.69231
H -1.33599 3.03425 -3.56050
H -4.11726 5.37955 -6.94917
H -2.02995 0.58130 -4.29109
H 1.60701 -6.56773 -1.30513
C -3.15081 5.77352 0.99011
H -1.75025 -1.85507 2.64492
C -2.56219 3.38687 -6.89604
H -4.72185 0.14338 4.35085
H -1.18592 3.23894 -0.19571
H 2.99009 -2.81392 5.23536
N 4.64031 -4.12936 5.18452
N 5.22465 -5.65253 3.69396
C 1.72510 5.35377 -0.56419
H 3.99207 7.69738 0.33138
C 2.27955 -9.12839 2.96260
N 2.07987 -8.10192 2.48737
*
```

Summary:
- Electronic energy: -110790.28610 eV
- LUMO level: -0.67 eV
- ⟨S²⟩: 0.814
- Frontier orbital gap: 0.0621 Eh


[2]
The following is a DFT calculation (ωB97M-V with the def2-TZVPD basis set) of a 17-piece molecular cluster, H34O17 overall.

The geometry in ORCA input format:
```
! RIJCOSX wB97M-V def2-TZVPD def2/J DEFGRID3
* xyz 0 1
H -8.25803 -18.44240 20.39395
O -5.92283 -16.40184 20.20436
O -9.87048 -15.42437 17.65623
H -8.94808 -18.44788 23.93315
H -7.25334 -20.56343 16.08663
H -7.61713 -17.08329 20.20965
O -6.13042 -21.33329 18.51473
H -6.55916 -18.93914 23.85753
H -9.58695 -20.77341 18.42802
H -9.91470 -22.00937 22.21299
O -8.91040 -21.06419 19.03955
O -8.43428 -17.56061 20.06591
O -9.61780 -17.78567 15.76949
O -8.05936 -20.17190 16.42318
H -4.93729 -19.71354 19.15898
H -9.63511 -15.92958 16.87803
H -5.60449 -22.13269 18.49058
H -10.07554 -21.48020 20.80373
H -5.45252 -22.76947 21.72559
O -5.64765 -18.65542 23.92738
O -4.32539 -18.98475 19.26232
H -8.37650 -22.82408 19.24138
H -9.26370 -15.72741 18.33167
H -6.11187 -21.45992 21.34848
O -10.55289 -21.60742 21.62360
H -7.70085 -23.71782 20.25952
H -9.63595 -16.82577 21.58533
H -12.29963 -20.43109 21.62558
O -9.80155 -16.80400 22.52785
O -5.44302 -21.83285 21.92275
O -8.26086 -19.11399 23.91765
H -10.90110 -14.03480 18.03881
O -8.37408 -12.71886 20.11484
H -8.11713 -20.61177 18.75271
H -3.79131 -19.22531 20.01936
H -10.82087 -12.62821 17.48476
H -5.15312 -19.46536 24.05255
H -10.74028 -16.63248 22.60268
H -9.00209 -17.42564 15.13113
H -13.50441 -20.36915 22.54021
H -6.38520 -21.18603 17.60389
O -8.32432 -23.73415 19.53341
H -8.72359 -19.93203 23.73618
H -9.11076 -18.44093 16.24883
H -5.39317 -15.74897 20.66202
H -5.29158 -16.90573 19.69069
H -7.88159 -13.34216 20.64886
H -8.03996 -12.84695 19.22704
O -11.23043 -13.14677 18.17728
O -13.24012 -20.25306 21.62757
H -8.75940 -20.71517 16.06120
*
```

Summary:
- Relative energy (zero: lowest compared OMol25 entry of this formula, charge and spin): 45.9 kcal/mol
- Electronic energy: -35360.01960 eV
- LUMO level: -1.01 eV
- Frontier orbital gap: 0.3312 Eh